[1]
C49H124N10O17 | wB97M-V/def2-TZVPD

## Properties
charge	0
SMILES	COCCNCCOC.COCCNCCOC.COCCNCCOC.COCCNCCOC.COCCNCCOC.COCCNCCOC.COCCNCCOC.COCCNCCOC.NC(N)=O
relative energy (zero: lowest compared OMol25 entry of this formula, charge and spin)	706.2	kJ/mol
LUMO	0.3697	eV
total energy	-3767.40019	Ha
frontier orbital gap	8.66	eV

Each line ends with the Mulliken charge.
Cartesian coordinates (Å):
O -14.204 12.491 -18.943  -0.28
O -21.033 7.346 -26.241  -0.22
O -12.872 4.145 -17.579  -0.37
O -25.822 1.606 -18.079  -0.28
O -17.144 -2.778 -14.583  -0.30
O -26.665 -1.592 -10.357  -0.27
O -19.701 4.211 -17.824  -0.32
O -20.926 10.597 -20.479  -0.29
O -13.795 17.563 -18.966  -0.32
O -19.582 6.799 -12.699  -0.35
O -24.798 2.461 -8.615  -0.26
O -22.257 0.795 -14.226  -0.37
O -27.842 3.780 -13.898  -0.34
O -9.783 7.349 -13.568  -0.30
O -13.847 -4.175 -17.963  -0.33
O -19.750 2.744 -22.647  -0.68
O -13.831 3.745 -11.845  -0.15
N -10.249 4.955 -16.289  -0.35
N -12.030 14.495 -19.678  -0.39
N -19.628 4.962 -22.432  -0.30
N -26.934 0.552 -15.258  -0.17
N -27.070 0.889 -8.742  -0.30
N -17.479 3.844 -12.544  -0.05
N -21.102 8.955 -23.766  -0.31
N -20.253 1.687 -16.005  -0.09
N -20.013 4.002 -24.303  -0.35
N -14.503 -2.514 -15.625  -0.37
C -27.914 -1.249 -9.835  -0.52
C -13.598 -2.118 -16.719  -0.52
C -18.829 3.099 -17.532  -0.28
C -20.811 8.705 -26.218  -0.67
C -25.900 2.804 -7.750  -0.58
C -26.938 -0.051 -16.626  -0.90
C -11.992 13.068 -19.485  -0.65
C -12.544 3.593 -18.834  -0.66
C -26.673 1.548 -19.239  -0.79
C -15.271 -1.382 -15.144  -0.60
C -19.570 1.842 -17.339  -0.96
C -18.499 6.038 -13.129  0.08
C -21.454 9.731 -21.518  -0.61
C -26.628 1.492 -7.531  -0.61
C -19.642 8.127 -13.210  -0.76
C -20.071 9.086 -24.912  -0.61
C -13.456 -5.483 -18.150  -0.75
C -16.330 -1.780 -14.078  -0.53
C -22.500 0.423 -12.908  -0.67
C -21.489 2.459 -15.794  -0.56
C -19.092 5.512 -17.787  -0.72
C -13.232 12.308 -19.963  -0.55
C -21.686 7.006 -27.426  -0.84
C -20.673 9.955 -22.770  -0.56
C -15.466 11.913 -19.109  -0.85
C -14.024 18.742 -19.733  -0.76
C -27.310 1.942 -15.304  -0.47
C -19.799 3.852 -23.065  0.66
C -12.994 3.677 -10.687  -0.82
C -24.054 3.502 -9.104  -0.74
C -13.043 16.633 -19.738  -0.31
C -26.693 -2.586 -11.461  -0.75
C -27.544 2.378 -13.894  -0.23
C -10.551 5.725 -15.032  -0.55
C -12.982 -3.397 -17.182  -0.77
C -10.818 3.600 -16.255  -0.76
C -18.193 4.998 -11.959  -1.09
C -16.002 3.914 -12.762  -0.60
C -9.537 6.881 -14.903  -0.60
C -28.040 4.298 -12.596  -0.64
C -8.606 7.780 -12.893  -0.77
C -18.284 -3.163 -13.758  -0.64
C -21.664 10.623 -19.263  -0.68
C -12.391 3.540 -16.394  -0.14
C -15.190 3.701 -11.473  -0.58
C -22.083 2.192 -14.446  -0.45
C -25.691 0.325 -17.476  -0.43
C -12.961 15.382 -18.967  -0.57
C -27.515 -0.473 -8.513  -0.78
H -22.634 11.078 -19.464  0.29
H -22.327 -0.639 -12.730  0.26
H -18.049 -3.223 -12.695  0.31
H -19.811 8.102 -14.286  0.28
H -23.489 0.776 -12.618  0.18
H -26.623 2.556 -15.886  0.32
H -18.729 -4.100 -14.093  0.27
H -11.995 16.901 -19.869  0.29
H -27.928 -0.006 -17.079  0.50
H -21.096 11.218 -18.548  0.22
H -11.937 3.708 -10.952  0.20
H -20.971 10.954 -23.089  0.32
H -8.776 8.280 -11.939  0.26
H -22.224 2.428 -16.598  0.28
H -26.311 0.835 -19.980  0.32
H -12.795 2.529 -16.355  0.27
H -19.683 4.850 -21.430  0.19
H -26.796 -1.126 -16.513  0.30
H -19.847 10.151 -24.841  0.41
H -26.629 2.368 -13.302  0.21
H -24.645 4.321 -9.514  0.31
H -18.649 5.775 -16.826  0.22
H -20.087 3.159 -24.854  0.19
H -12.905 4.019 -15.561  0.21
H -19.106 8.603 -24.759  0.34
H -26.277 0.731 -9.348  0.24
H -16.075 12.373 -18.331  0.26
H -23.072 2.641 -14.359  0.35
H -19.068 -2.408 -13.817  0.16
H -10.707 5.578 -16.938  0.30
H -27.174 4.225 -11.937  0.18
H -15.150 -3.225 -15.936  0.27
H -18.814 1.067 -17.218  0.43
H -12.856 -1.389 -16.395  0.38
H -18.159 2.906 -18.370  0.42
H -13.616 12.754 -20.880  0.30
H -28.344 1.879 -13.347  0.29
H -18.764 5.566 -14.076  0.02
H -11.141 14.833 -19.339  0.27
H -13.289 4.449 -9.976  0.33
H -19.848 5.736 -23.043  0.15
H -25.864 0.879 -7.053  0.31
H -13.567 -6.040 -17.219  0.32
H -18.062 3.330 -13.190  0.22
H -21.269 8.715 -21.169  0.31
H -10.278 3.100 -17.058  0.30
H -21.241 7.346 -28.361  0.33
H -23.399 2.964 -9.789  0.20
H -14.369 19.452 -18.982  0.26
H -19.621 9.909 -22.486  0.36
H -27.560 1.448 -6.967  0.44
H -15.521 10.840 -18.921  0.30
H -11.485 3.392 -18.994  0.28
H -20.459 8.738 -12.824  0.29
H -28.873 3.762 -12.141  0.32
H -13.624 16.436 -20.639  0.28
H -12.106 -3.153 -17.783  0.47
H -14.495 -0.717 -14.765  0.38
H -21.424 2.672 -13.723  0.29
H -20.138 1.480 -18.197  0.41
H -28.507 -2.092 -9.480  0.38
H -27.128 -2.138 -12.354  0.28
H -12.625 -4.003 -16.349  0.38
H -27.675 1.205 -18.981  0.31
H -24.823 0.184 -16.832  0.34
H -26.683 2.562 -19.638  0.25
H -14.900 18.650 -20.375  0.29
H -13.178 11.219 -19.956  0.46
H -20.532 0.726 -15.870  0.17
H -12.636 15.490 -17.932  0.29
H -20.185 4.921 -24.684  0.14
H -13.020 4.248 -19.563  0.23
H -13.078 19.092 -20.146  0.32
H -19.204 4.729 -11.651  0.43
H -25.614 -0.362 -18.319  0.38
H -21.823 9.584 -18.976  0.27
H -15.876 -2.035 -13.121  0.33
H -16.983 -0.936 -13.855  0.39
H -17.727 5.404 -11.061  0.23
H -26.811 -1.152 -8.030  0.32
H -21.289 3.530 -15.778  0.30
H -10.612 5.166 -14.099  0.36
H -18.208 3.333 -16.666  0.18
H -13.303 2.766 -10.175  0.35
H -27.072 -3.573 -11.194  0.29
H -15.993 12.032 -20.056  0.35
H -12.445 -5.558 -18.552  0.29
H -9.652 7.676 -15.640  0.28
H -22.721 7.349 -27.433  0.35
H -25.641 3.191 -6.765  0.36
H -15.665 4.840 -13.228  0.21
H -14.130 -1.689 -17.569  0.35
H -20.184 8.844 -27.099  0.44
H -11.547 6.163 -15.105  0.28
H -15.417 4.512 -10.780  0.34
H -7.993 6.946 -12.552  0.31
H -19.906 6.231 -17.876  0.27
H -10.481 3.189 -15.303  0.42
H -13.035 2.622 -18.775  0.28
H -22.028 9.248 -24.044  0.23
H -28.412 -0.665 -10.609  0.30
H -25.980 0.444 -14.945  0.16
H -13.946 14.915 -18.960  0.27
H -15.653 3.059 -13.340  0.37
H -18.347 5.682 -18.564  0.32
H -26.551 3.440 -8.351  0.34
H -15.811 -0.870 -15.940  0.26
H -18.740 8.721 -13.060  0.32
H -11.799 12.744 -18.462  0.34
H -21.737 0.938 -12.324  0.33
H -28.360 5.322 -12.785  0.27
H -15.562 2.760 -11.068  0.32
H -28.315 1.958 -15.727  0.13
H -14.210 -5.960 -18.775  0.26
H -21.698 9.338 -26.233  0.34
H -11.131 12.664 -20.019  0.40
H -8.511 6.535 -15.028  0.40
H -28.380 -0.386 -7.856  0.50
H -22.537 9.755 -21.632  0.34
H -21.742 5.919 -27.473  0.23
H -17.628 6.683 -13.235  0.40
H -8.088 8.538 -13.482  0.31
H -23.328 3.804 -8.348  0.30
H -25.638 -2.771 -11.661  0.25

Force components x, y, z for each atom (eV/Å):
-0.521 0.795 0.337
-0.607 -0.935 0.196
0.373 1.737 0.686
0.232 0.063 -0.259
-1.306 -1.975 0.001
0.548 -2.313 -1.615
0.588 0.252 0.195
-0.231 0.269 -0.977
0.579 0.167 -0.734
-1.060 1.641 0.722
-1.779 -1.024 1.593
0.549 -0.387 -1.384
-0.043 0.014 -0.205
0.694 0.688 0.404
-1.211 1.297 -0.174
0.448 -3.818 2.952
0.377 -0.016 0.309
-0.504 0.779 1.965
0.563 0.643 -0.191
0.608 2.741 2.225
-0.073 -1.190 -1.646
0.637 -1.257 -1.799
0.875 0.207 1.392
2.844 -0.139 0.035
-0.673 1.033 -0.653
-1.223 1.187 -6.954
-0.079 0.707 0.073
0.845 1.232 1.536
-1.259 -1.265 0.497
0.026 1.363 -0.582
2.254 0.959 0.947
-0.708 -0.804 -1.182
1.204 -0.854 0.929
-0.276 -1.339 -0.037
-0.734 -0.998 1.179
0.482 0.169 0.859
-0.374 -0.500 0.621
-0.540 -1.972 2.101
0.830 0.065 1.818
0.686 -0.643 2.327
0.339 -0.471 0.227
0.015 -0.153 -0.788
-2.607 0.629 0.319
-0.551 -0.773 0.328
0.450 1.182 0.153
0.647 0.982 0.423
0.321 0.757 -0.561
-0.703 -0.432 0.275
-0.741 0.391 1.153
-0.971 -1.275 -0.243
-1.462 -0.062 0.461
-0.631 -0.098 0.654
-0.463 0.117 1.944
-1.005 -0.508 0.410
0.285 -1.839 0.935
-1.362 -0.418 -0.032
1.578 -0.494 0.105
-0.688 0.315 0.879
1.174 1.410 1.118
0.860 2.339 0.960
0.390 0.615 -1.279
1.672 -0.354 -0.567
-0.635 0.948 -0.459
-0.498 -0.268 -2.746
-0.898 -0.459 0.458
-0.508 -0.846 1.235
-0.816 -0.094 -0.975
-0.199 0.269 0.177
0.603 0.957 -0.368
-0.009 -0.382 -1.348
0.806 -0.453 -0.452
-0.930 0.886 -0.828
-0.533 -0.623 0.263
-2.177 0.074 -0.697
-0.929 -2.581 0.339
-2.020 -0.140 -1.012
-0.210 0.138 0.292
-0.409 -0.037 -0.431
0.462 -0.235 0.030
0.050 -0.085 -0.326
-0.196 -0.305 0.410
-0.116 0.371 0.233
0.517 0.009 -0.214
-0.047 0.908 -0.695
0.161 0.677 -0.199
-0.097 -0.269 0.022
-0.274 -0.014 -0.053
0.657 0.428 -0.334
-1.043 0.123 -0.084
-0.212 -0.784 -0.275
0.394 0.031 -0.131
0.418 -0.608 -0.055
-0.096 1.013 -0.113
-0.070 -0.309 0.378
0.241 0.246 -1.042
0.334 -0.924 0.209
0.154 0.060 -0.180
0.308 -0.483 0.289
-0.103 0.493 -0.026
0.284 0.465 -0.048
-0.446 -0.681 0.312
0.366 0.671 -0.364
-0.175 0.002 -0.098
-0.100 0.446 -0.050
-0.049 0.288 -0.240
-0.089 -0.665 -0.957
0.272 0.067 -0.099
0.050 -0.191 -0.298
0.450 0.022 -0.342
0.061 -0.181 0.257
0.212 0.319 -0.292
0.140 -0.297 -0.418
0.004 -0.562 -0.298
0.318 -0.461 -0.038
0.488 -0.070 -0.525
0.386 0.545 -0.076
0.035 0.816 1.535
0.008 -0.473 0.536
0.575 -0.132 0.407
0.547 0.090 -0.158
0.064 -0.394 -0.043
-0.481 -0.578 -0.020
0.556 0.319 0.135
-0.114 0.701 -0.881
0.242 0.380 -0.035
0.034 -0.092 -0.474
0.380 0.968 0.930
0.557 -0.371 0.107
0.159 0.494 -0.120
-0.176 -0.645 0.537
-0.122 -0.040 0.371
0.630 0.050 -0.520
0.385 -0.015 -0.242
-0.479 0.483 0.464
0.129 -0.383 0.539
-0.478 0.608 -0.175
-0.097 -0.365 -0.400
-0.359 -0.205 0.061
-0.012 0.114 0.395
-0.210 0.263 0.135
0.241 0.686 -0.155
-0.149 -0.199 -0.065
0.457 -0.287 -0.781
1.036 -0.128 -0.957
0.261 -0.249 -0.103
-0.152 0.484 0.193
-0.033 -0.467 -0.563
0.353 -0.245 -0.142
-0.305 0.096 -0.562
0.059 -0.550 0.159
0.188 -0.595 0.112
-0.022 0.000 0.671
0.298 -0.453 0.083
0.154 0.651 -0.036
0.361 0.230 -0.406
0.448 0.132 0.202
0.501 0.133 0.012
0.659 -0.416 -0.226
-0.034 -0.008 0.268
0.705 -0.459 0.172
-0.684 0.285 0.247
0.406 0.571 -0.433
0.072 -0.208 -0.123
-0.392 0.156 -0.045
-0.189 0.273 0.100
0.408 0.474 -0.200
-0.061 0.105 -0.208
-0.202 0.286 -0.200
0.105 1.085 -0.128
-0.215 0.200 0.027
0.056 0.059 0.409
0.406 -0.265 -0.738
-0.054 -0.090 -0.411
-0.233 -0.338 -0.057
-0.074 -0.418 -0.943
0.033 -0.135 -0.655
-0.625 0.244 0.382
0.165 0.158 0.385
0.011 -0.061 0.243
-0.480 0.159 -0.630
0.020 -0.195 -0.191
-0.079 0.632 0.362
-0.091 0.190 -0.333
0.397 -0.279 0.275
-0.252 0.087 0.507
-0.098 0.082 0.687
0.243 0.097 0.466
0.507 -0.295 0.366
0.085 0.242 -0.645
0.304 0.161 -0.517
-0.424 -0.179 -0.413
0.062 0.223 -0.371
0.065 -0.346 0.210
-0.285 -0.303 0.076
-0.227 0.713 -0.119
0.114 -0.027 0.021
0.233 0.054 -0.434
0.463 -0.312 -0.221
-0.169 0.877 0.324
0.041 0.197 -0.131


[2]
C3H8N2 | wB97M-V/def2-TZVPD

## Properties
charge	0
SMILES	[H]/N=C\N(C)C
relative energy (zero: lowest compared OMol25 entry of this formula, charge and spin)	228.2	kJ/mol
LUMO	0.8098	eV
total energy	-228.56173	Ha
frontier orbital gap	9.43	eV

Each line ends with the natural charge from an NBO analysis.
Cartesian coordinates (Å):
N -0.059 0.232 0.083  -0.46
N 1.173 0.076 -1.931  -0.73
C 0.282 0.345 1.509  -0.42
C -1.139 -0.549 -0.435  -0.42
C 0.988 0.531 -0.714  0.29
H -0.429 -0.246 2.118  0.21
H 0.211 1.421 1.772  0.22
H 0.398 -0.543 -2.267  0.33
H -1.751 0.072 -1.173  0.21
H 1.675 1.286 -0.190  0.17
H -0.940 -1.530 -0.856  0.19
H 1.330 -0.269 1.619  0.20
H -1.740 -0.826 0.465  0.21

Force components x, y, z for each atom (eV/Å):
0.337 0.090 0.533
-0.346 1.006 1.537
0.977 -2.023 -0.173
-1.978 0.372 0.924
0.679 -0.161 -2.360
0.221 0.525 -0.349
0.736 -0.820 0.348
0.826 0.651 0.724
0.665 -0.948 0.950
-0.488 -1.315 -1.256
0.730 -0.052 -0.419
-2.254 2.162 0.377
-0.106 0.511 -0.837


[3]
C6H7NOS2 | wB97M-V/def2-TZVPD

## Properties
charge	0
relative energy (zero: lowest compared OMol25 entry of this formula, charge and spin)	212.9	kJ/mol
LUMO (alpha / beta)	-1.1117 / -1.1109	eV
total energy	-1159.08639	Ha
frontier orbital gap (alpha / beta)	6.30 / 6.30	eV

Each line ends with the natural charge from an NBO analysis.
Cartesian coordinates (Å):
S 0.836 2.848 1.707  0.87
S -2.465 2.175 -0.683  -0.18
O -1.071 -0.179 -0.809  -0.44
N -0.473 2.941 0.849  -0.69
C -0.415 0.730 -0.057  0.40
C -1.035 2.030 0.106  -0.03
C 1.573 1.407 1.175  -0.38
C 0.848 0.580 0.369  -0.38
C -0.300 -2.223 0.002  -0.64
C -0.383 -1.375 -1.251  -0.08
H 0.524 -0.989 -1.736  0.19
H 0.132 -3.170 -0.491  0.22
H 0.452 -1.861 0.751  0.21
H 1.417 -0.239 -0.026  0.23
H -1.081 -1.760 -2.000  0.22
H 2.647 1.297 1.554  0.26
H -1.206 -2.213 0.539  0.24

Force components x, y, z for each atom (eV/Å):
1.019 -1.534 -1.010
-1.159 1.048 -0.438
0.511 1.946 0.633
0.067 1.860 1.488
-1.058 -0.394 -1.428
-1.756 -1.826 -0.981
1.166 2.719 2.393
2.489 -1.778 -0.555
3.733 -1.320 -1.763
-0.942 1.849 1.231
0.132 -0.882 0.164
-1.121 0.503 1.742
-0.465 -0.320 -0.943
0.121 -0.524 0.053
0.348 -0.219 0.158
-1.733 -0.359 -0.813
-1.350 -0.770 0.070